Formula: C2H3FO2
Source: OMol25
Level of theory: wB97M-V/def2-TZVPD

Properties
gap between HOMO and LUMO = 10.7 eV
maximum force = 0.0532 hartree/bohr
energy relative to the best compared isomer or geometry (same formula, charge and spin) = 375.9 kJ/mol
SMILES = F[C@@H]1COO1

Element x y z (Å)
1 C 0.46 0.60 -0.24
2 C -0.14 -0.69 0.30
3 O -0.79 0.93 -0.85
4 O -1.47 -0.19 -0.28
5 F -0.18 -0.81 1.63
6 H 0.72 1.30 0.56
7 H 1.27 0.51 -0.97
8 H 0.13 -1.65 -0.15

natural (NBO) population analysis, charges in e, atoms 1 to 6: atom 1 (C): -0.143, atom 2 (C): 0.436, atom 3 (O): -0.259, atom 4 (O): -0.261, atom 5 (F): -0.320, atom 6 (H): 0.196